# 1
DFT (wB97M-V/def2-TZVPD) results for a molecular structure, C38H52N3O2P2Sm at a distorted geometry.

```
! RIJCOSX wB97M-V def2-TZVPD def2/J DEFGRID3
* xyz 2 6
Sm -14.740 -5.332 -12.267
C -16.328 -8.239 -8.746
C -17.155 -7.826 -9.970
C -18.474 -8.610 -10.038
P -16.191 -7.993 -11.545
C -15.677 -9.732 -11.786
C -14.546 -10.228 -10.910
C -15.240 -9.873 -13.274
C -17.434 -7.870 -12.898
C -18.365 -8.917 -13.171
C -19.327 -8.790 -14.109
C -20.414 -9.760 -14.264
C -19.386 -7.581 -14.859
C -18.501 -6.565 -14.625
C -17.532 -6.689 -13.613
N -16.578 -5.699 -13.401
C -16.924 -4.303 -13.731
C -18.165 -3.741 -13.328
C -18.330 -2.383 -13.375
C -17.334 -1.494 -13.783
C -17.575 -0.015 -13.783
C -16.120 -2.021 -14.070
C -15.913 -3.447 -14.148
P -14.271 -4.104 -14.703
C -14.409 -4.340 -16.491
C -14.409 -3.006 -17.336
C -15.802 -4.915 -16.766
C -13.003 -2.767 -14.317
C -12.947 -2.622 -12.824
C -11.682 -3.213 -14.889
H -16.837 -8.097 -7.824
H -15.314 -7.800 -8.626
H -16.129 -9.321 -8.804
H -17.388 -6.760 -9.902
H -18.318 -9.691 -10.249
H -19.072 -8.190 -10.840
H -19.080 -8.540 -9.093
H -16.537 -10.291 -11.487
H -13.625 -9.619 -11.036
H -14.243 -11.219 -11.139
H -14.826 -10.258 -9.861
H -14.670 -9.053 -13.607
H -16.104 -10.031 -13.929
H -14.624 -10.815 -13.279
H -18.372 -9.747 -12.488
H -21.097 -9.759 -13.374
H -20.091 -10.771 -14.488
H -21.092 -9.503 -15.077
H -20.104 -7.594 -15.654
H -18.454 -5.662 -15.234
H -18.957 -4.455 -13.015
H -19.311 -1.981 -13.074
H -18.185 0.402 -14.597
H -16.589 0.543 -13.784
H -17.965 0.224 -12.774
H -15.295 -1.341 -14.270
H -13.657 -5.041 -16.869
H -15.061 -2.286 -16.864
H -14.713 -3.295 -18.381
H -13.450 -2.505 -17.373
H -16.614 -4.213 -16.673
H -16.081 -5.695 -16.007
H -15.895 -5.271 -17.787
H -13.197 -1.776 -14.821
H -12.545 -3.542 -12.322
H -13.928 -2.311 -12.424
H -12.370 -1.722 -12.447
H -11.282 -3.951 -14.194
H -11.028 -2.373 -14.835
H -11.654 -3.521 -15.915
O -12.156 -7.050 -5.549
C -12.900 -5.845 -5.760
C -13.291 -5.745 -7.239
C -14.205 -4.798 -7.579
C -14.498 -4.626 -8.929
N -13.905 -5.356 -9.904
C -13.034 -6.309 -9.516
C -12.723 -6.567 -8.180
C -12.370 -7.052 -10.633
C -11.378 -7.929 -10.377
C -10.861 -8.778 -11.359
C -9.867 -9.861 -11.086
O -9.885 -10.212 -9.740
C -11.249 -8.528 -12.615
C -12.213 -7.573 -12.869
N -12.838 -6.829 -11.870
H -12.014 -7.357 -4.687
H -12.261 -4.969 -5.461
H -13.821 -5.871 -5.145
H -14.716 -4.274 -6.812
H -15.118 -3.860 -9.296
H -12.133 -7.372 -7.807
H -11.034 -7.929 -9.365
H -8.889 -9.616 -11.471
H -10.192 -10.709 -11.677
H -9.027 -10.576 -9.434
H -10.910 -9.063 -13.430
H -12.533 -7.195 -13.813
*
```

## Properties
HOMO level (spin up / spin down) = -12.13 / -12.14 eV
DFT total energy = -3134.152334 a.u.
Largest force on an atom = 3.223 eV/Å
Expectation value of S² = 8.77

These are the Mulliken partial charges, in e, on atoms 1 to 4: number 1, Sm, carries 0.586; number 2, C, carries -1.379; number 3, C, carries 0.512; number 4, C, carries -1.484

***

# 2
DFT (wB97M-V/def2-TZVPD) results for a molecular structure, C38H52N3OP2Re at a distorted geometry.

```
! RIJCOSX wB97M-V def2-TZVPD def2/J DEFGRID3
* xyz 3 4
C -1.696 -1.676 -1.926
C 0.558 -2.012 -2.209
C -1.964 -2.420 -3.092
C 0.398 -2.807 -3.361
C -0.921 -3.004 -3.817
H -3.020 -2.419 -3.396
H 1.317 -3.126 -3.983
H -1.073 -3.532 -4.770
N -0.483 -1.685 -1.369
P -2.399 0.032 0.163
P 2.488 -0.494 -0.468
C -2.654 -0.606 -1.544
H -2.568 0.294 -2.215
H -3.688 -0.945 -1.699
C 0.493 1.575 0.802
O 0.806 2.714 0.963
C 1.773 -1.070 -2.202
H 2.631 -1.531 -2.807
C 4.113 0.641 -1.244
C 3.223 -1.268 1.216
C -3.075 1.823 0.200
C -3.713 -1.131 1.040
C 3.553 2.045 -0.896
H 3.218 2.207 0.154
H 4.358 2.783 -1.108
H 2.685 2.239 -1.561
C 5.519 0.409 -0.659
H 5.622 0.514 0.430
H 5.931 -0.563 -0.979
H 6.205 1.167 -1.086
C 4.366 0.554 -2.773
H 5.004 1.428 -3.051
H 4.907 -0.353 -3.095
H 3.440 0.601 -3.374
C 3.739 -0.116 2.123
H 2.923 0.580 2.392
H 4.121 -0.549 3.066
H 4.531 0.519 1.700
C 2.171 -2.004 2.070
H 1.574 -1.297 2.665
H 1.486 -2.627 1.463
H 2.677 -2.666 2.809
C 4.269 -2.283 0.740
H 5.179 -1.801 0.348
H 4.552 -2.929 1.602
H 3.866 -2.944 -0.066
C -4.117 -0.539 2.393
H -4.742 -1.282 2.914
H -3.244 -0.344 3.029
H -4.727 0.368 2.308
C -3.000 -2.467 1.262
H -2.571 -2.869 0.336
H -2.205 -2.380 2.009
H -3.739 -3.188 1.636
C -4.990 -1.408 0.226
H -5.642 -2.036 0.850
H -5.567 -0.511 -0.026
H -4.808 -1.990 -0.685
C -2.319 2.697 -0.812
H -2.393 2.322 -1.839
H -2.766 3.705 -0.786
H -1.258 2.798 -0.563
C -2.834 2.410 1.602
H -1.762 2.499 1.824
H -3.271 3.420 1.621
H -3.321 1.834 2.396
C -4.568 1.900 -0.149
H -4.797 1.419 -1.112
H -5.233 1.496 0.624
H -4.820 2.969 -0.250
Re -0.085 -0.111 0.200
N 0.117 0.795 -1.659
C 0.938 0.338 -2.532
C 1.097 1.161 -3.775
C 1.044 2.569 -3.656
C 1.109 0.643 -5.053
C 1.108 3.453 -4.764
H 0.945 3.056 -2.653
C 1.186 1.493 -6.186
H 1.094 -0.449 -5.177
C 1.197 2.908 -6.058
H 1.094 4.554 -4.631
H 1.246 1.067 -7.189
H 1.223 3.580 -6.972
N -0.525 -0.517 2.058
C -0.878 -0.581 3.189
C -0.874 -0.599 4.613
C -1.718 -1.526 5.315
C -1.706 -1.557 6.720
C -0.873 -0.665 7.436
C -0.051 0.254 6.745
C -0.051 0.275 5.356
H -2.357 -2.205 4.764
H -2.340 -2.271 7.269
H -0.865 -0.689 8.529
H 0.589 0.957 7.303
H 0.589 0.975 4.800
*
```

## Properties
Relative energy (zero: lowest compared OMol25 entry of this formula, charge and spin) = 73.2 kcal per mole
HOMO level (spin up / spin down) = -16.60 / -16.48 eV
DFT total energy = -2478.583938 a.u.
Largest force on an atom = 7.853 eV/Å
Expectation value of S² = 3.79

These are the Mulliken partial charges, in e, on atoms 1 to 4: number 1, C, carries 0.561; number 2, C, carries 0.138; number 3, C, carries -0.975; number 4, C, carries -0.951

***

# 3
DFT (wB97M-V/def2-TZVPD) results for a molecular structure, C38H53As2GeIrN2O3 at a distorted geometry.

```
! RIJCOSX wB97M-V def2-TZVPD def2/J DEFGRID3
* xyz 2 1
Ir 0.540 -0.057 1.420
C -0.346 0.744 5.238
As 0.858 -0.139 3.967
C 2.543 0.252 4.902
C 0.475 -2.012 4.341
C 0.998 -2.605 5.483
C 0.770 -3.942 5.755
C 0.040 -4.705 4.861
C -0.496 -4.115 3.728
C -0.301 -2.766 3.459
As -1.196 -1.925 1.941
C -1.756 -3.459 0.851
C -2.895 -1.485 2.832
H -0.211 0.269 6.211
H -1.389 0.655 4.945
H -0.083 1.799 5.320
H 2.398 0.232 5.985
H 2.846 1.264 4.625
H 3.333 -0.448 4.625
H 1.591 -2.009 6.167
H 1.169 -4.387 6.651
H -0.113 -5.757 5.040
H -1.069 -4.719 3.037
H -2.444 -4.084 1.423
H -0.877 -4.035 0.563
H -2.262 -3.116 -0.051
H -3.225 -2.319 3.454
H -3.661 -1.270 2.089
H -2.766 -0.606 3.462
C 4.864 1.789 1.794
C 3.732 0.852 1.533
C 4.074 -0.600 1.498
O 2.590 1.257 1.376
H 5.743 1.503 1.221
H 5.132 1.721 2.849
H 4.591 2.816 1.569
H 4.876 -0.846 2.190
H 4.414 -0.855 0.493
H 3.188 -1.203 1.707
O 1.518 -2.055 0.452
C 1.412 -1.706 -0.728
O 0.833 -0.595 -1.016
C 2.002 -2.534 -1.836
C 1.269 -2.336 -3.151
Ge 0.611 -0.395 -3.114
C -1.379 -0.978 -2.993
C -1.882 -1.437 -4.200
C -3.159 -1.962 -4.266
C -3.941 -2.015 -3.122
C -3.440 -1.544 -1.921
C -2.152 -1.030 -1.852
C -0.074 1.139 -4.428
C -1.137 1.939 -4.071
C -1.639 2.840 -4.999
C -1.073 2.926 -6.259
C 0.010 2.131 -6.589
C 0.526 1.234 -5.661
C 2.427 0.620 -3.162
C 2.555 1.857 -2.558
C 3.700 2.609 -2.770
C 4.703 2.131 -3.598
C 4.579 0.882 -4.183
C 3.435 0.128 -3.971
H 2.025 -3.578 -1.521
H 3.036 -2.188 -1.933
H 0.407 -2.999 -3.209
H 1.916 -2.552 -3.998
H -1.273 -1.399 -5.095
H -3.538 -2.330 -5.208
H -4.935 -2.428 -3.173
H -4.050 -1.582 -1.028
H -1.746 -0.700 -0.899
H -1.591 1.860 -3.095
H -2.482 3.463 -4.738
H -1.476 3.615 -6.987
H 0.464 2.200 -7.565
H 1.379 0.627 -5.920
H 1.765 2.240 -1.926
H 3.792 3.583 -2.316
H 5.572 2.737 -3.802
H 5.355 0.494 -4.828
H 3.342 -0.836 -4.454
C -3.085 3.577 0.231
C -3.199 2.488 1.304
C -3.047 3.104 2.696
C -4.539 1.766 1.174
N -2.173 1.437 1.135
N -0.824 1.868 1.257
H -3.888 4.295 0.362
H -3.178 3.147 -0.766
H -2.145 4.124 0.302
H -3.941 3.665 2.949
H -2.211 3.801 2.738
H -2.906 2.324 3.441
H -5.360 2.471 1.250
H -4.642 1.022 1.958
H -4.606 1.272 0.206
H -2.299 1.002 0.222
H -0.751 2.349 2.156
H -0.552 2.525 0.518
*
```

## Properties
Relative energy (zero: lowest compared OMol25 entry of this formula, charge and spin) = 139.1 kcal per mole
HOMO level = -11.38 eV
DFT total energy = -8467.179469 a.u.
Largest force on an atom = 2.921 eV/Å

These are the Mulliken partial charges, in e, on atoms 1 to 4: number 1, Ir, carries 3.539; number 2, C, carries -1.156; number 3, As, carries 0.688; number 4, C, carries -1.458